No. 1
Density functional theory data (the ωB97M-V functional and the def2-TZVPD basis) for C3H13N4P as an isolated structure in a non-equilibrium geometry.

Each line ends with the Mulliken charge.
Positions of all 21 atoms, in Å:
1 C 2.43 1.26 0.35  -0.845
2 C 0.94 -2.41 -0.18  -0.815
3 C -2.64 0.01 0.75  -0.828
4 N 1.19 0.84 1.11  -0.447
5 N -0.68 1.45 -1.75  -0.711
6 N -0.01 -1.25 -0.40  -0.211
7 N -1.44 0.61 0.95  -0.128
8 P 0.01 0.31 0.21  0.426
9 H 3.10 0.53 0.74  0.319
10 H 2.82 2.20 0.79  0.260
11 H 2.34 1.46 -0.73  0.295
12 H 1.80 -2.35 -0.79  0.307
13 H 1.29 -2.38 0.82  0.338
14 H 0.37 -3.45 -0.33  0.266
15 H -3.43 0.71 0.64  0.307
16 H -2.56 -0.50 -0.22  0.278
17 H -2.94 -0.70 1.52  0.291
18 H -0.84 2.25 -1.28  0.198
19 H -0.01 1.59 -2.58  0.183
20 H -0.38 -1.29 -1.36  0.293
21 H -1.36 1.12 1.74  0.223

The highest occupied orbital energy is -8.281 eV. The calculation puts the energy above the lowest of the compared OMol25 structures with the same formula, charge and spin at 50.5 kcal/mol. As for the total charge: 0. As for the frontier orbital gap: 9.091 eV.

---

No. 2
Density functional theory data (the ωB97M-V functional and the def2-TZVPD basis) for C28H40NO2Sr as an isolated structure in a non-equilibrium geometry.

Each line ends with the Mulliken charge.
Positions of all 72 atoms, in Å:
1 O -1.21 -0.73 0.64  -0.114
2 C -2.35 0.16 0.31  -0.667
3 C -3.35 -0.77 0.99  -0.486
4 H -2.49 0.24 -0.78  0.313
5 H -2.24 1.14 0.79  0.311
6 C -2.17 -1.73 1.18  1.287
7 H -4.18 -1.06 0.34  -0.077
8 H -3.76 -0.34 1.90  0.385
9 C -2.19 -2.93 0.27  -1.475
10 H -2.20 -2.62 -0.79  0.361
11 H -3.06 -3.57 0.44  0.422
12 H -1.29 -3.53 0.44  0.244
13 C -1.80 -2.07 2.61  -1.490
14 H -1.88 -1.20 3.27  0.326
15 H -0.77 -2.44 2.65  0.150
16 H -2.46 -2.86 3.00  0.445
17 Sr 0.85 0.43 0.07  1.505
18 C 2.31 0.79 2.72  -0.033
19 C 2.02 1.97 1.98  -0.849
20 C 0.61 2.20 2.07  -1.432
21 H 2.73 2.60 1.45  0.431
22 C 0.04 1.15 2.86  0.009
23 C 1.09 0.28 3.26  -0.590
24 H 1.00 -0.57 3.93  0.384
25 H 3.31 0.39 2.91  0.417
26 H 0.07 3.03 1.60  0.390
27 H -1.00 1.08 3.18  0.473
28 C 3.23 -1.14 0.10  0.684
29 C 2.66 -1.95 1.11  -1.281
30 C 1.49 -2.55 0.58  0.314
31 H 3.07 -2.11 2.10  0.392
32 C 1.35 -2.14 -0.78  -0.974
33 C 2.45 -1.29 -1.09  -1.340
34 H 2.63 -0.77 -2.04  0.378
35 H 4.13 -0.52 0.20  0.071
36 H 0.87 -3.30 1.09  0.630
37 H 0.57 -2.47 -1.47  0.292
38 O -6.27 -0.62 -1.14  -0.358
39 C -7.01 -1.52 -0.27  -0.402
40 C -8.47 -1.57 -0.71  -0.602
41 H -6.95 -1.12 0.76  0.275
42 H -6.51 -2.50 -0.26  0.297
43 C -8.65 -0.18 -1.38  -0.517
44 H -9.15 -1.75 0.11  0.339
45 H -8.60 -2.35 -1.48  0.280
46 C -7.25 0.06 -1.98  -0.490
47 H -8.85 0.56 -0.59  0.267
48 H -9.44 -0.16 -2.12  0.334
49 H -6.99 1.12 -2.04  0.283
50 H -7.23 -0.36 -3.00  0.263
51 C 6.93 0.65 0.53  -0.930
52 N 6.11 1.20 -0.52  0.073
53 C 6.00 0.37 -1.68  -0.849
54 C 4.98 1.97 -0.04  -1.291
55 C 3.97 2.35 -1.12  -1.281
56 C 4.39 3.20 -2.16  -0.130
57 C 3.48 3.54 -3.17  -0.679
58 C 2.17 3.04 -3.14  -0.655
59 C 1.77 2.18 -2.09  -0.605
60 C 2.70 1.87 -1.12  1.843
61 H 6.46 -0.21 1.02  0.261
62 H 7.13 1.42 1.29  0.280
63 H 7.88 0.32 0.09  0.325
64 H 5.37 -0.52 -1.51  0.220
65 H 5.62 0.92 -2.54  0.256
66 H 7.02 0.03 -1.89  0.398
67 H 4.47 1.46 0.80  0.402
68 H 5.42 2.90 0.39  0.481
69 H 5.41 3.57 -2.16  0.358
70 H 3.80 4.20 -3.96  0.352
71 H 1.46 3.31 -3.92  0.346
72 H 0.74 1.80 -2.08  0.054

The highest occupied orbital energy is -3.090 eV. The calculation puts the energy above the lowest of the compared OMol25 structures with the same formula, charge and spin at 0.0 kcal/mol. As for the total charge: -1. As for the frontier orbital gap: 5.109 eV.

---

No. 3
Density functional theory data (the ωB97M-V functional and the def2-TZVPD basis) for C28H52F30N9O24S10 as an isolated structure in a non-equilibrium geometry.

Each line ends with the Mulliken charge.
Positions of all 153 atoms, in Å:
1 C -24.06 12.24 -11.01  0.348
2 N -23.64 11.19 -12.00  1.846
3 C -24.93 10.42 -12.34  0.926
4 C -23.15 11.93 -13.25  -0.515
5 C -22.46 10.24 -11.60  -0.671
6 C -22.77 9.44 -10.38  -1.459
7 O -23.00 10.21 -9.17  0.609
8 H -23.27 12.91 -10.69  -0.749
9 H -24.33 11.79 -10.08  -0.545
10 H -24.91 12.79 -11.40  0.567
11 H -24.71 9.87 -13.28  -1.293
12 H -25.72 11.17 -12.44  0.201
13 H -25.17 9.75 -11.51  0.003
14 H -22.36 12.52 -12.84  0.498
15 H -23.94 12.57 -13.66  -0.237
16 H -22.86 11.23 -13.96  -0.351
17 H -21.56 10.86 -11.43  0.533
18 H -22.30 9.68 -12.52  0.203
19 H -22.00 8.67 -10.16  0.717
20 H -23.68 8.85 -10.41  0.588
21 H -22.17 10.76 -9.01  -0.428
22 C -24.12 6.82 -18.42  -0.663
23 N -24.12 8.34 -18.26  -0.051
24 C -24.04 9.03 -19.66  -0.684
25 C -25.41 8.64 -17.54  -0.914
26 C -22.93 8.67 -17.32  0.223
27 C -22.88 10.12 -16.86  -0.780
28 O -23.81 10.37 -15.85  0.761
29 H -23.99 6.36 -17.43  0.331
30 H -23.27 6.57 -19.07  0.377
31 H -25.07 6.55 -18.87  0.348
32 H -24.05 10.08 -19.45  0.202
33 H -24.91 8.77 -20.26  0.364
34 H -23.13 8.66 -20.15  0.331
35 H -26.11 8.17 -18.20  0.484
36 H -25.65 9.71 -17.47  0.240
37 H -25.20 8.18 -16.58  0.399
38 H -22.03 8.32 -17.85  0.490
39 H -22.96 7.98 -16.49  -0.477
40 H -23.02 10.84 -17.67  0.305
41 H -21.82 10.35 -16.60  0.306
42 H -24.16 11.26 -15.99  -0.300
43 C -24.45 11.29 -5.47  -1.058
44 C -23.57 10.03 -5.46  0.874
45 C -23.56 9.13 -4.21  -0.881
46 O -22.58 8.06 -4.55  -0.262
47 C -22.09 7.28 -3.47  -0.835
48 N -24.02 9.25 -6.71  1.067
49 H -23.75 9.67 -7.61  -0.248
50 H -23.60 8.30 -6.60  0.539
51 H -25.03 9.17 -6.69  0.097
52 H -25.52 11.11 -5.41  0.051
53 H -24.16 11.80 -6.39  0.209
54 H -24.22 11.90 -4.58  0.479
55 H -22.52 10.30 -5.63  -0.021
56 H -24.56 8.78 -4.02  0.326
57 H -23.24 9.82 -3.43  0.497
58 H -22.14 7.81 -2.51  0.337
59 H -21.03 7.18 -3.69  0.247
60 H -22.63 6.35 -3.30  0.269
61 C -22.50 17.59 -15.23  -1.325
62 C -22.92 17.74 -13.81  0.243
63 C -23.73 16.58 -13.21  -0.240
64 O -23.89 16.75 -11.85  -0.520
65 C -24.40 15.51 -11.30  -0.260
66 N -21.60 17.96 -12.98  0.216
67 H -21.31 18.93 -13.20  0.488
68 H -21.71 18.00 -11.96  0.406
69 H -20.82 17.34 -13.39  -0.244
70 H -22.04 16.60 -15.37  0.103
71 H -21.83 18.38 -15.55  0.437
72 H -23.40 17.63 -15.84  0.572
73 H -23.49 18.65 -13.72  0.382
74 H -23.25 15.66 -13.52  -0.133
75 H -24.69 16.64 -13.73  0.472
76 H -24.67 15.78 -10.30  0.395
77 H -23.56 14.84 -11.26  -0.091
78 H -25.28 15.15 -11.81  0.310
79 C -19.32 8.98 -7.42  0.636
80 F -20.68 8.39 -7.42  -0.317
81 F -19.19 9.60 -6.33  -0.189
82 F -18.54 7.96 -7.49  -0.195
83 S -19.34 10.24 -8.82  0.796
84 O -18.04 10.85 -8.72  -0.577
85 O -19.68 9.37 -9.95  -0.656
86 N -20.55 11.28 -8.58  -0.480
87 S -20.46 12.63 -7.67  0.971
88 O -21.28 12.57 -6.46  -0.703
89 O -19.13 13.18 -7.53  -0.663
90 C -21.42 13.93 -8.67  0.514
91 F -22.70 13.65 -8.66  -0.185
92 F -21.19 15.13 -8.16  -0.214
93 F -20.95 13.83 -9.92  -0.169
94 C -18.48 17.79 -16.71  0.651
95 F -17.69 16.77 -16.80  -0.210
96 F -18.07 18.84 -17.35  -0.199
97 F -19.73 17.31 -17.13  -0.232
98 S -18.64 18.16 -14.90  0.903
99 O -17.28 18.38 -14.56  -0.636
100 O -19.67 19.17 -14.91  -0.710
101 N -19.34 16.95 -14.19  -0.500
102 S -18.61 15.67 -13.48  0.967
103 O -17.38 15.26 -14.14  -0.651
104 O -18.60 15.81 -12.01  -0.647
105 C -19.96 14.43 -13.85  0.577
106 F -20.30 14.29 -15.08  -0.192
107 F -19.74 13.23 -13.33  -0.198
108 F -21.04 14.91 -13.15  0.023
109 C -27.73 11.38 -15.06  0.566
110 F -26.75 10.48 -15.15  -0.103
111 F -28.41 11.42 -16.14  -0.229
112 F -28.50 11.02 -14.01  -0.242
113 S -26.98 13.02 -14.86  0.713
114 O -28.00 13.96 -15.20  -0.661
115 O -26.30 12.95 -13.59  -0.463
116 N -25.86 13.05 -16.05  -0.376
117 S -25.94 14.31 -17.05  1.013
118 O -27.04 14.12 -17.98  -0.692
119 O -25.81 15.53 -16.28  -0.594
120 C -24.50 14.19 -18.12  0.534
121 F -24.68 13.06 -18.81  -0.262
122 F -24.41 15.13 -19.01  -0.207
123 F -23.33 14.11 -17.46  -0.155
124 C -28.31 9.51 -4.66  0.703
125 F -28.41 9.02 -3.49  -0.230
126 F -29.52 9.85 -5.13  -0.242
127 F -27.68 10.70 -4.63  -0.261
128 S -27.62 8.40 -5.84  0.927
129 O -26.39 7.94 -5.19  -0.701
130 O -28.72 7.52 -6.15  -0.648
131 N -27.14 9.17 -7.09  -0.530
132 S -28.10 9.34 -8.40  1.014
133 O -28.19 8.13 -9.18  -0.631
134 O -29.27 10.20 -8.14  -0.673
135 C -26.94 10.49 -9.26  0.758
136 F -26.77 11.59 -8.59  -0.269
137 F -25.78 9.89 -9.42  -0.281
138 F -27.40 10.87 -10.47  -0.181
139 C -26.20 2.62 -14.35  0.685
140 F -26.74 1.79 -13.51  -0.197
141 F -25.84 2.04 -15.47  -0.229
142 F -27.11 3.57 -14.59  -0.240
143 S -24.61 3.36 -13.67  0.988
144 O -24.97 3.86 -12.39  -0.608
145 O -23.61 2.27 -13.88  -0.630
146 N -24.39 4.59 -14.77  -0.310
147 S -23.15 5.57 -14.59  0.945
148 O -22.20 5.05 -13.65  -0.665
149 O -22.71 6.14 -15.83  -0.752
150 C -23.70 7.18 -13.80  0.560
151 F -24.96 7.57 -14.09  -0.272
152 F -23.46 7.20 -12.51  -0.113
153 F -22.96 8.29 -14.30  -0.259

The highest occupied orbital energy is -8.297 eV. As for the total charge: -1. As for the frontier orbital gap: 9.318 eV.

---

No. 4
Density functional theory data (the ωB97M-V functional and the def2-TZVPD basis) for C22H32AgN3O2P as an isolated structure in a non-equilibrium geometry.

Each line ends with the Mulliken charge.
Positions of all 61 atoms, in Å:
1 C 5.11 -2.21 0.37  -1.441
2 C 3.90 -3.01 -0.15  -0.176
3 P 2.41 -2.22 0.56  -0.448
4 C 2.38 -0.47 0.02  0.982
5 C 2.40 -0.18 -1.48  -1.361
6 C 0.88 -3.00 -0.02  0.723
7 C 0.76 -3.96 -1.02  0.113
8 O 1.85 -4.34 -1.75  -0.415
9 N 2.22 -3.34 -2.83  0.354
10 O 1.32 -3.01 -3.45  -0.250
11 C -0.46 -4.59 -1.33  -0.723
12 C -1.56 -4.20 -0.64  -0.360
13 C -1.53 -3.23 0.35  1.025
14 N -2.70 -2.94 0.99  -0.571
15 C -2.63 -2.00 1.88  -0.770
16 C -1.41 -1.33 2.21  0.458
17 C -1.39 -0.24 3.24  -1.103
18 C -0.70 1.03 2.74  -0.955
19 C -1.50 1.85 1.72  0.988
20 C -1.48 1.24 0.32  -1.169
21 C -1.06 3.34 1.76  -1.176
22 C -0.35 3.92 0.51  -0.568
23 C -1.31 4.56 -0.45  -0.605
24 C -1.59 4.17 -1.70  1.017
25 C -2.81 4.70 -2.42  -1.573
26 C -0.74 3.21 -2.49  -1.427
27 N -0.28 -1.66 1.63  -0.018
28 C -0.32 -2.62 0.67  -0.318
29 H 4.97 -1.94 1.41  0.400
30 H 5.26 -1.30 -0.21  0.313
31 H 6.00 -2.84 0.33  0.404
32 H 3.95 -3.03 -1.24  0.341
33 H 3.94 -4.02 0.26  0.447
34 H 3.20 0.02 0.54  0.600
35 H 1.47 -0.07 0.46  -1.111
36 H 3.03 -0.88 -2.03  0.306
37 H 1.38 -0.21 -1.88  0.357
38 H 2.76 0.83 -1.66  0.404
39 H -0.51 -5.36 -2.09  0.499
40 H -2.56 -4.62 -0.86  0.345
41 H -3.54 -1.71 2.40  0.395
42 H -0.79 -0.62 4.07  0.396
43 H -2.41 -0.01 3.57  0.467
44 H 0.29 0.78 2.36  0.242
45 H -0.55 1.66 3.61  0.446
46 H -2.55 1.83 2.06  0.218
47 H -0.47 1.01 -0.01  0.064
48 H -2.03 0.30 0.29  0.461
49 H -1.95 1.90 -0.41  0.288
50 H -0.40 3.51 2.61  0.430
51 H -1.94 3.96 1.93  0.403
52 H 0.32 4.70 0.88  0.457
53 H 0.29 3.19 0.02  0.112
54 H -1.81 5.45 -0.08  0.402
55 H -3.68 4.61 -1.77  0.365
56 H -2.71 5.75 -2.69  0.348
57 H -3.02 4.12 -3.32  0.400
58 H -1.22 2.23 -2.59  0.289
59 H -0.63 3.59 -3.50  0.520
60 H 0.24 3.04 -2.04  0.274
61 Ag -3.72 -5.33 0.34  0.489

The highest occupied orbital energy is -10.239 eV. As for the total charge: +1. As for the frontier orbital gap: 4.784 eV.

---

Among the records above, which one has the highest frontier orbital gap?
C28H52F30N9O24S10